(1)
DFT (wB97M-V/def2-TZVPD) results for a structure of composition C43H37N2PPdSSi.

Structure (XYZ):
```
86
Properties=species:S:1:pos:R:3
Pd -1.25394 0.59358 1.87490
C 0.65508 6.03671 -0.06963
C -0.48898 5.76909 -0.80943
C -1.36914 4.77908 -0.39548
C -1.10070 4.04820 0.76156
C 0.05423 4.31739 1.49733
C 0.92547 5.31441 1.08527
P -2.19827 2.74133 1.35506
C -3.47816 3.50234 2.36498
C -4.40967 2.67308 2.98898
C -5.43522 3.22405 3.73806
C -5.52262 4.60383 3.88474
C -4.59151 5.43134 3.27586
C -3.57090 4.88518 2.50956
C -3.07998 2.21886 -0.16350
C -4.38377 2.54658 -0.49360
C -4.99908 1.92212 -1.57536
C -4.35492 0.91856 -2.27166
C -3.05474 0.51785 -1.93362
C -2.50026 -0.69091 -2.55326
C -1.81881 -1.66541 -1.93232
C -1.52577 -1.70049 -0.49802
C -1.10345 -0.67654 0.25069
C -2.41942 1.26171 -0.93866
H 1.33556 6.81454 -0.38951
H -0.70631 6.34647 -1.69855
H -2.27710 4.59707 -0.95835
H 0.26968 3.74453 2.39281
H 1.81503 5.52842 1.66233
H -4.32903 1.59668 2.88546
H -6.16443 2.58182 4.21434
H -6.31875 5.03304 4.47825
H -4.65971 6.50452 3.39245
H -2.84840 5.53498 2.03250
H -4.92283 3.27601 0.09783
H -6.01158 2.19379 -1.84275
H -4.87475 0.38402 -3.05686
H -2.79658 -0.86234 -3.58288
H -1.60883 -2.56539 -2.50023
H -1.78723 -2.63014 0.00039
C -4.38517 -4.59068 2.13159
C -4.62641 -3.22646 1.99512
C -3.59839 -2.32317 2.19280
C -2.31436 -2.76882 2.53134
C -2.08564 -4.14096 2.66004
C -3.11911 -5.04780 2.46261
Si -0.93873 -1.59092 2.84423
C 0.76759 -2.28374 2.92413
C 1.39091 -2.83199 1.79674
C 2.64554 -3.40934 1.89361
C 3.29573 -3.45205 3.12090
C 2.69025 -2.92034 4.24917
C 1.43334 -2.34064 4.15269
C -1.27938 -0.22861 4.06468
C -2.53413 -0.02457 4.67758
C -2.73652 1.03809 5.53453
C -1.71279 1.95277 5.77423
C -0.48327 1.80297 5.15944
C -0.26117 0.71954 4.31252
H -5.19017 -5.29737 1.97929
H -5.61663 -2.87600 1.73511
H -3.78779 -1.26093 2.06689
H -1.09680 -4.50471 2.91581
H -2.93533 -6.10840 2.56888
H 0.88718 -2.81134 0.83669
H 3.11746 -3.83527 1.01797
H 4.27422 -3.90719 3.19773
H 3.19363 -2.96168 5.20564
H 0.96836 -1.93618 5.04442
H -3.33310 -0.73421 4.49877
H -3.69273 1.16316 6.02522
H -1.88089 2.78189 6.44911
H 0.31286 2.50982 5.35292
H 0.72557 0.57046 3.88511
S -0.73251 0.87529 -0.45708
C -0.12552 0.76363 -2.27956
N -0.42312 1.55309 -3.28464
C 0.55187 1.43646 -4.38792
C 1.49248 0.32334 -3.87495
N 0.95454 0.06149 -2.52568
H -1.19778 2.19632 -3.27390
H 1.06859 2.38288 -4.53415
H 0.04487 1.16229 -5.30973
H 2.52815 0.64840 -3.81309
H 1.43840 -0.57961 -4.47929
H 1.36823 -0.58302 -1.87096
```

Kohn-Sham gap in eV: 7.79
Relative energy (zero: lowest compared OMol25 entry of this formula, charge and spin) in kcal/mol: 58.32
Net charge: +2

(2)
DFT (wB97M-V/def2-TZVPD) results for a structure of composition C43H37N6O5STi in a non-equilibrium geometry.

Structure (XYZ):
```
93
Properties=species:S:1:pos:R:3
Ti -0.41606 0.12962 -0.40666
C -4.52194 -1.14999 -1.59692
C -3.45618 -0.61890 -0.85530
N -2.20996 -0.99114 -1.04946
C -1.92531 -1.94177 -1.97159
C -2.92464 -2.51188 -2.78570
C -4.24842 -2.07653 -2.56776
C -2.55321 -3.47169 -3.75654
C -1.23240 -3.82098 -3.85102
C -0.23308 -3.27862 -3.02456
C -0.53919 -2.33592 -2.04879
N 0.27265 -1.74014 -1.14932
C 1.62765 -2.11142 -1.15593
C 2.47723 -1.72611 -2.16257
C 3.84774 -2.04773 -2.13692
C 4.37578 -2.74126 -1.08632
C 3.53980 -3.14322 -0.01864
C 4.03739 -3.83496 1.10960
C 3.18342 -4.18089 2.11311
C 1.81895 -3.83902 1.97914
N 1.31480 -3.20558 0.95767
C 2.15572 -2.84577 -0.05029
H -5.52832 -0.80267 -1.41206
H -3.61772 0.14770 -0.10455
H -5.04496 -2.48671 -3.17685
H -3.30551 -3.90962 -4.39710
H -0.92929 -4.55622 -4.58659
H 0.78506 -3.62296 -3.14653
H 2.07494 -1.12976 -2.97159
H 4.48000 -1.72073 -2.95230
H 5.43003 -2.98437 -1.04765
H 5.09324 -4.07253 1.15995
H 3.52124 -4.70431 2.99654
H 1.12732 -4.11574 2.76950
C 1.11987 3.97627 -0.31018
O 0.99163 3.08344 0.80051
C -0.17117 3.21068 1.51003
C -0.13436 3.77270 2.77950
C -1.29890 3.92830 3.51289
C -2.51653 3.53994 2.97114
C -2.55934 2.96606 1.71216
C -1.39165 2.77458 0.98551
N -1.40735 2.08682 -0.27060
N -2.35421 2.47832 -1.00543
C -2.47438 1.98714 -2.26801
C -1.45529 1.22768 -2.88166
O -0.42723 0.81688 -2.22965
C -1.57203 0.90278 -4.27127
C -2.68912 1.23848 -4.95621
C -3.76713 1.95738 -4.34982
C -4.93095 2.26901 -5.07710
C -5.95887 2.96230 -4.49242
C -5.84269 3.36951 -3.15512
C -4.71766 3.07599 -2.42507
C -3.65602 2.35886 -3.00564
H 0.31465 3.82779 -1.03192
H 1.11724 5.01359 0.03778
H 2.06579 3.73220 -0.78438
H 0.82732 4.08749 3.16104
H -1.25913 4.36468 4.50193
H -3.43263 3.67777 3.52961
H -3.49653 2.64804 1.27214
H -0.75984 0.34620 -4.71729
H -2.79311 0.95507 -5.99613
H -4.99755 1.95080 -6.10990
H -6.85171 3.19800 -5.05567
H -6.64910 3.92404 -2.69428
H -4.63372 3.39676 -1.39605
O 2.31017 1.17432 -1.06621
C 2.43380 0.69765 0.05020
C 3.72705 0.62027 0.84104
C 3.32822 -0.16736 2.07567
C 1.81070 -0.25693 1.97256
O 1.10934 -0.68940 2.87650
N 1.38225 0.19411 0.76078
H 4.04452 1.63889 1.06780
H 4.49677 0.15926 0.22309
H 3.59382 0.29535 3.02494
H 3.71878 -1.18728 2.08528
O -1.42928 -0.30054 1.39955
S -1.49583 -0.10917 2.90386
C -3.30481 -0.01160 3.19027
C -3.83198 -1.39898 3.57406
C -2.79398 -2.41100 3.10283
C -1.45498 -1.81706 3.50090
H -3.70804 0.35042 2.24524
H -3.48254 0.75441 3.94398
H -4.82178 -1.57028 3.15092
H -3.92909 -1.45909 4.66044
H -2.82297 -2.52508 2.01664
H -2.93746 -3.39610 3.54772
H -0.57105 -2.25953 3.05148
H -1.32742 -1.76809 4.58542
```

Multiplicity: 2
Kohn-Sham gap (alpha / beta) in eV: 6.29 / 6.28
Relative energy (zero: lowest compared OMol25 entry of this formula, charge and spin) in kcal/mol: 0.94

(3)
DFT (wB97M-V/def2-TZVPD) results for a structure of composition C43H37O2P2Sm in a non-equilibrium geometry.

Structure (XYZ):
```
85
Properties=species:S:1:pos:R:3
C 0.20410 3.58923 -1.27662
C 1.23562 2.93378 -0.56491
C 2.53159 2.81151 -1.11615
C 2.83741 3.35506 -2.36149
C 1.79645 3.96915 -3.07164
C 0.48586 4.01732 -2.57763
P 0.82334 1.97365 0.92004
C 2.37166 1.82875 1.88804
C 3.07284 0.60430 1.90052
C 4.26393 0.51333 2.63187
C 4.77936 1.62742 3.30186
C 4.06092 2.83049 3.29680
C 2.84630 2.93089 2.61334
Sm 0.33681 -0.77637 0.55637
P -0.87131 -0.95732 -2.00702
C 0.51392 -0.56889 -3.10538
C 0.38523 0.25912 -4.23814
C 1.52399 0.59113 -4.96086
C 2.79289 0.28181 -4.46081
C 2.94777 -0.48470 -3.30535
C 1.80443 -0.90436 -2.63149
C -1.08295 -2.75312 -1.92784
C -1.96633 -3.25463 -0.95213
C -2.01107 -4.62459 -0.71180
C -1.20823 -5.49125 -1.46502
C -0.35984 -4.98994 -2.46544
C -0.29453 -3.61826 -2.70733
C -2.54425 -0.37771 -2.30271
C -3.12165 0.54262 -1.39162
C -4.17510 1.34704 -1.82793
C -4.73123 1.15899 -3.10303
C -4.17873 0.20601 -3.97185
C -3.07872 -0.56526 -3.58610
C -0.38958 2.90853 1.90459
C -0.64218 4.27471 1.67853
C -1.70799 4.90810 2.33228
C -2.50732 4.18690 3.23176
C -2.21518 2.84093 3.51719
C -1.15085 2.21133 2.86903
H -2.60187 -2.56437 -0.38445
H -2.67483 -5.01886 0.06330
H -1.26075 -6.56855 -1.28953
H 0.25789 -5.66943 -3.05916
H 0.35868 -3.19877 -3.47838
H -0.57610 0.67856 -4.52188
H 1.41587 1.10385 -5.92006
H 3.67876 0.64141 -4.97781
H 3.95208 -0.72055 -2.92648
H 1.93737 -1.47834 -1.70532
H -2.66649 0.70351 -0.40376
H -4.57202 2.13298 -1.18154
H -5.57569 1.77331 -3.43982
H -4.56017 0.09071 -4.98647
H -2.57416 -1.25527 -4.27228
H -0.02484 4.86438 0.99675
H -1.93184 5.96270 2.13966
H -3.36047 4.65422 3.73048
H -2.80096 2.26905 4.24693
H -0.89774 1.16415 3.08180
H 2.70760 -0.28895 1.33913
H 4.78257 -0.44643 2.67924
H 5.72593 1.54638 3.84310
H 4.44703 3.69029 3.83980
H 2.26253 3.85391 2.64156
H 3.29629 2.24495 -0.58970
H 3.85555 3.31689 -2.78416
H 2.01441 4.41922 -4.03723
H -0.30492 4.43428 -3.20763
H -0.78817 3.66867 -0.81271
H -0.93569 1.34557 -1.81740
H -0.15231 1.26194 -1.66483
O -0.35969 -1.30469 2.66582
C -0.06210 -2.56758 2.50492
O 0.45453 -2.91408 1.36330
C -0.31610 -3.54738 3.54671
C -0.48783 -4.89206 3.19962
C -0.63413 -5.84074 4.21308
C -0.65728 -5.45645 5.55951
C -0.52160 -4.09870 5.88481
C -0.41051 -3.13480 4.87985
H -0.46178 -5.19126 2.14976
H -0.74473 -6.89132 3.94783
H -0.77311 -6.22339 6.33332
H -0.49591 -3.81185 6.93591
H -0.34068 -2.07285 5.12245
```

Multiplicity: 6
Kohn-Sham gap (alpha / beta) in eV: 6.66 / 7.82
Relative energy (zero: lowest compared OMol25 entry of this formula, charge and spin) in kcal/mol: 0.00
Net charge: +2

(4)
DFT (wB97M-V/def2-TZVPD) results for a structure of composition C43H37OP2TeZr in a non-equilibrium geometry.

Structure (XYZ):
```
85
Properties=species:S:1:pos:R:3
Zr -0.47889 0.05750 -0.29128
P -0.64659 -2.25420 -0.51088
C -0.63739 0.07790 1.62652
O -0.62379 0.09490 2.78062
P -0.28649 2.36630 -0.53138
C -0.56139 -3.16020 1.07312
C 0.65621 -3.05520 -1.50628
C -2.21169 -2.82550 -1.26048
C -1.86749 3.25000 -0.77388
C 0.46221 3.19890 0.91172
C 0.75871 2.92410 -1.91948
C -1.61219 -3.94640 1.55882
C -1.47859 -4.61410 2.77762
C -0.29699 -4.50550 3.50952
C 0.75471 -3.72430 3.02362
C 0.62651 -3.04930 1.81312
H -2.53289 -4.03430 0.99042
H -2.30009 -5.21830 3.15272
H -0.19559 -5.02500 4.45842
H 1.67611 -3.63540 3.59222
H 1.43891 -2.43400 1.42952
C -3.41779 -2.32650 -0.74618
C -4.63519 -2.75020 -1.27118
C -4.66229 -3.66350 -2.32818
C -3.46699 -4.15350 -2.85148
C -2.24459 -3.74160 -2.31738
H -3.39539 -1.60060 0.06152
H -5.56339 -2.36050 -0.86278
H -5.61249 -3.98600 -2.74448
H -3.48139 -4.85890 -3.67748
H -1.31669 -4.12840 -2.72608
C 1.07741 -4.35610 -1.19608
C 2.04201 -4.98630 -1.98008
C 2.59591 -4.32140 -3.07508
C 2.18641 -3.02310 -3.38048
C 1.22421 -2.38890 -2.59748
H 0.65641 -4.87100 -0.33768
H 2.36551 -5.99290 -1.73048
H 3.35351 -4.81020 -3.68128
H 2.62841 -2.49520 -4.22058
H 0.92211 -1.36900 -2.80718
C 1.84051 3.46200 0.86042
C 2.46541 4.09540 1.93062
C 1.72881 4.46210 3.06002
C 0.36111 4.19750 3.11442
C -0.27499 3.57030 2.04142
H 2.40791 3.16550 -0.02028
H 3.53191 4.29720 1.88592
H 2.22181 4.94970 3.89652
H -0.21519 4.47820 3.99162
H -1.34069 3.36870 2.08532
C -3.05449 2.62930 -0.35868
C -4.27509 3.28570 -0.49068
C -4.32629 4.56290 -1.05408
C -3.15099 5.18100 -1.47848
C -1.92399 4.53120 -1.33468
H -3.01529 1.62790 0.05952
H -5.18839 2.79700 -0.16308
H -5.28019 5.07040 -1.16648
H -3.18509 6.17150 -1.92338
H -1.01119 5.01760 -1.66338
C 1.13301 4.26990 -2.03178
C 1.89361 4.69780 -3.11918
C 2.28631 3.78650 -4.09978
C 1.92021 2.44430 -3.98798
C 1.16531 2.01260 -2.90068
H 0.83641 4.97970 -1.26578
H 2.18361 5.74200 -3.19538
H 2.88481 4.11950 -4.94318
H 2.23751 1.72820 -4.74068
H 0.89871 0.96690 -2.79138
H -2.05979 0.17200 -0.45118
H -0.55379 0.05290 -1.93788
Te 2.46191 -0.06440 -0.03818
C 2.72711 -0.22950 2.09162
C 2.19341 0.71420 2.97432
C 2.37831 0.59270 4.35462
C 3.10971 -0.48070 4.86652
C 3.65961 -1.42540 3.99562
C 3.47271 -1.29900 2.61282
H 1.62391 1.53650 2.60262
H 1.95211 1.32690 5.02412
H 3.25151 -0.57720 5.93502
H 4.22771 -2.25590 4.39152
H 3.90131 -2.03570 1.94782
```

Kohn-Sham gap (alpha / beta) in eV: 3.11 / 3.11
Net charge: +3

(5)
DFT (wB97M-V/def2-TZVPD) results for a structure of composition C43H38F3N2O2PdSb2 in a non-equilibrium geometry.

Structure (XYZ):
```
91
Properties=species:S:1:pos:R:3
Pd -0.02588 -0.30118 -0.36949
C 1.55458 0.86846 2.19504
C 1.03277 0.00960 3.32900
C -0.17949 -0.82047 2.95963
Sb 0.13131 -2.34382 1.39545
C 1.92791 -3.36705 2.10466
C 2.97405 -3.69755 1.25652
C 4.06950 -4.37649 1.76975
C 4.10045 -4.73453 3.10642
C 3.05083 -4.39584 3.94383
C 1.95614 -3.70184 3.44770
C -1.39884 -3.58401 2.29181
C -1.09681 -4.88807 2.63769
C -2.02701 -5.62575 3.35235
C -3.24292 -5.05529 3.70026
C -3.54926 -3.75771 3.31503
C -2.62173 -3.01205 2.60688
Sb 2.67117 -0.22362 0.63843
C 2.15362 1.28927 -0.83571
C 1.49594 0.97803 -2.03501
C 1.08792 2.02111 -2.86637
C 1.35630 3.33423 -2.52330
C 2.04900 3.62675 -1.35790
C 2.41693 2.60944 -0.49576
C 4.71921 0.43973 0.99117
C 5.17998 0.66865 2.27000
C 6.47308 1.14654 2.42787
C 7.28492 1.32658 1.31928
C 6.80375 1.09367 0.04145
C 5.51480 0.61501 -0.12359
H 2.22750 1.63930 2.57689
H 0.71481 1.35966 1.67463
H 0.71271 0.68364 4.13346
H 1.82821 -0.62642 3.73745
H -0.98105 -0.17210 2.57490
H -0.54833 -1.36251 3.83560
H 2.94593 -3.45373 0.19733
H 4.89210 -4.62939 1.12083
H 4.94000 -5.28979 3.49677
H 3.06909 -4.67332 4.98730
H 1.13225 -3.44759 4.10520
H -0.14500 -5.32606 2.37340
H -1.79676 -6.64394 3.62998
H -3.95268 -5.62394 4.28299
H -4.50486 -3.32358 3.57057
H -2.85656 -1.99651 2.30765
H 1.46530 -0.05437 -2.40865
H 0.59506 1.79793 -3.79910
H 1.04671 4.13671 -3.17175
H 2.31162 4.64455 -1.11774
H 2.94159 2.83952 0.42554
H 4.55246 0.50989 3.13513
H 6.83958 1.36402 3.42089
H 8.31641 1.61579 1.45511
H 7.42378 1.26013 -0.82546
H 5.13517 0.40770 -1.11483
O -4.17761 2.25383 -5.41390
C -3.64936 1.24643 -6.20864
N -3.07826 0.26575 -5.32318
C -1.86249 -0.26942 -5.55487
O -1.17408 0.00865 -6.50519
C -1.36502 -1.23585 -4.51038
C -0.85117 -2.47833 -4.87719
C -0.30191 -3.28438 -3.89124
C -0.22576 -2.79663 -2.59440
N -0.68155 -1.59205 -2.25654
C -1.26608 -0.83116 -3.18338
H -4.78402 2.81668 -5.91438
H -2.83354 1.58859 -6.87642
H -4.42250 0.77830 -6.84167
H -3.63067 0.01654 -4.51472
H -0.88734 -2.79801 -5.91095
H 0.07666 -4.26707 -4.12555
H 0.20595 -3.40527 -1.80312
H -1.64538 0.13604 -2.85773
F -6.44468 6.53672 -0.84179
C -5.85347 6.40083 0.35255
F -6.80983 6.24463 1.26068
F -5.21944 7.54806 0.61145
C -4.87702 5.24145 0.32575
C -5.04494 4.14195 1.16862
C -4.14562 3.10091 1.10715
C -3.06850 3.15452 0.19916
C -2.92535 4.26329 -0.66220
C -3.82099 5.30282 -0.58953
C -2.12979 2.11746 0.12420
C -1.30387 1.21881 0.00876
H -5.87719 4.11379 1.85642
H -4.26838 2.23489 1.73823
H -2.10554 4.28289 -1.36404
H -3.71849 6.16692 -1.22911
```

Multiplicity: 5
Kohn-Sham gap (alpha / beta) in eV: 7.71 / 3.81
Relative energy (zero: lowest compared OMol25 entry of this formula, charge and spin) in kcal/mol: 15.66
Net charge: +3